Density functional theory data (the ωB97M-V functional and the def2-TZVPD basis) for a molecular structure, C3H2O3Pb at a distorted geometry.

As for the net charge: +2. The energy above the lowest of the compared OMol25 structures with the same formula, charge and spin is 3.566 eV. The HOMO energy (spin up / spin down) comes out at -16.834 / -16.832 eV. Its HOMO-LUMO gap (spin up / spin down) is 0.184 / 0.184 Ha. As for the calculated total energy: -533.15763 Ha. As for the strongest force on any atom: 7.17 eV/Å.

Structure (XYZ):
```
9
Properties=species:S:1:pos:R:3:forces:R:3
H -0.22891 1.72334 -0.64034 1.99 -2.30 0.46
C 0.99842 -1.35386 -1.86461 0.09 0.22 0.22
C 0.77879 -0.32519 -1.27815 0.26 0.16 0.03
O 0.68277 0.76638 -0.56330 -1.81 1.06 0.82
H 1.31917 -2.24261 -2.37625 -0.27 0.22 0.02
C -0.35716 0.84352 1.10229 -1.92 3.38 -6.02
O -0.93614 1.78911 0.59654 1.12 -0.61 2.00
O -0.62744 -0.13776 1.73058 1.53 -1.05 0.87
Pb -1.62951 -1.06292 3.29325 -0.98 -1.08 1.60
```
Positions in Å, forces in eV/Å.